Entry 1:
{"formula": "C32H63BClF14NO16P3S", "method": "ωB97M-V/def2-TZVPD", "elements": ["C", "C", "C", "C", "O", "C", "O", "B", "F", "C", "C", "C", "F", "F", "C", "F", "F", "C", "F", "F", "C", "F", "F", "S", "F", "F", "F", "F", "F", "O", "C", "N", "C", "C", "O", "Cl", "H", "H", "H", "H", "H", "H", "H", "H", "H", "H", "H", "H", "H", "H", "H", "H", "H", "H", "O", "P", "O", "C", "C", "O", "C", "C", "O", "C", "C", "H", "H", "H", "H", "H", "H", "H", "H", "H", "H", "H", "H", "H", "H", "H", "O", "P", "O", "C", "C", "O", "C", "C", "O", "C", "C", "H", "H", "H", "H", "H", "H", "H", "H", "H", "H", "H", "H", "H", "H", "H", "O", "P", "O", "C", "C", "O", "C", "C", "O", "C", "C", "H", "H", "H", "H", "H", "H", "H", "H", "H", "H", "H", "H", "H", "H", "H"], "positions_angstrom": [[2.125, -4.109, 2.893], [1.948, -5.118, 1.756], [1.724, -4.467, 0.384], [0.654, -3.388, 0.408], [0.375, -2.819, -0.865], [1.250, -1.794, -1.260], [2.587, -2.065, -1.360], [3.317, -1.019, -0.606], [3.466, -1.615, 0.750], [4.815, -0.693, -1.095], [5.257, 0.587, -0.370], [6.729, 0.879, -0.547], [7.501, -0.045, 0.080], [7.021, 0.772, -1.884], [7.169, 2.330, -0.175], [6.196, 3.203, -0.486], [8.254, 2.651, -0.928], [7.631, 2.471, 1.320], [8.864, 1.951, 1.383], [6.775, 1.752, 2.063], [7.596, 3.959, 1.770], [7.980, 4.797, 0.812], [6.313, 4.247, 2.029], [8.591, 4.367, 3.349], [7.291, 4.766, 4.159], [8.709, 5.891, 2.893], [9.937, 4.062, 2.575], [8.463, 2.885, 3.870], [9.454, 4.716, 4.627], [2.395, 0.104, -0.603], [1.045, -0.344, -0.638], [0.583, -0.245, 0.732], [0.176, 0.422, -1.636], [-0.192, 1.812, -1.221], [0.337, 2.789, -1.590], [-1.544, 1.998, -0.044], [2.664, -4.511, 3.748], [1.137, -3.786, 3.231], [2.601, -3.205, 2.514], [2.890, -5.668, 1.674], [1.199, -5.877, 1.991], [1.377, -5.254, -0.294], [2.684, -4.124, 0.014], [-0.273, -3.867, 0.736], [0.894, -2.653, 1.170], [0.953, -1.651, -2.315], [5.506, -1.505, -0.867], [4.844, -0.561, -2.178], [4.632, 1.394, -0.741], [5.060, 0.420, 0.689], [0.605, 0.726, 1.016], [1.270, -0.697, 1.322], [-0.748, -0.148, -1.737], [0.710, 0.496, -2.576], [-0.545, -2.470, 6.006], [-0.381, -1.747, 7.295], [-0.356, -3.068, 8.284], [0.784, -3.922, 8.300], [1.978, -3.302, 9.007], [-1.910, -1.257, 7.591], [-2.839, -1.060, 6.522], [-3.714, -2.281, 6.330], [0.244, -0.863, 8.501], [0.073, 0.577, 8.526], [-1.086, 0.975, 9.420], [1.050, -4.198, 7.275], [0.481, -4.832, 8.818], [2.369, -2.449, 8.450], [2.781, -4.033, 9.113], [1.692, -2.941, 9.995], [-2.323, -0.800, 5.598], [-3.458, -0.200, 6.791], [-3.117, -3.190, 6.269], [-4.308, -2.189, 5.420], [-4.393, -2.398, 7.176], [-0.051, 0.971, 7.516], [0.998, 0.985, 8.930], [-2.031, 0.954, 8.882], [-0.949, 1.995, 9.782], [-1.175, 0.295, 10.266], [-3.999, -3.437, -0.682], [-4.791, -3.294, -1.914], [-5.488, -4.716, -2.247], [-6.502, -5.226, -1.382], [-7.818, -4.480, -1.520], [-3.676, -3.237, -3.090], [-2.285, -3.019, -2.805], [-1.508, -4.310, -2.723], [-5.829, -2.369, -2.715], [-5.440, -1.030, -3.111], [-4.966, -0.994, -4.552], [-6.152, -5.195, -0.346], [-6.640, -6.273, -1.651], [-7.731, -3.455, -1.157], [-8.602, -4.978, -0.947], [-8.119, -4.429, -2.566], [-2.164, -2.442, -1.889], [-1.894, -2.405, -3.621], [-1.990, -5.034, -2.065], [-0.505, -4.115, -2.356], [-1.433, -4.782, -3.706], [-4.682, -0.632, -2.435], [-6.333, -0.415, -3.009], [-3.909, -1.234, -4.630], [-5.097, 0.008, -4.965], [-5.512, -1.716, -5.159], [-4.199, 5.084, -5.297], [-3.196, 4.984, -6.372], [-3.304, 3.522, -7.047], [-4.466, 3.165, -7.797], [-4.526, 3.856, -9.148], [-1.790, 4.832, -5.576], [-1.683, 5.099, -4.172], [-1.785, 3.827, -3.361], [-2.524, 5.735, -7.618], [-1.807, 6.977, -7.417], [-0.312, 6.741, -7.315], [-5.364, 3.390, -7.212], [-4.426, 2.086, -7.935], [-4.672, 4.932, -9.035], [-5.351, 3.462, -9.743], [-3.592, 3.711, -9.691], [-2.431, 5.827, -3.859], [-0.706, 5.559, -4.010], [-2.652, 3.234, -3.657], [-1.858, 4.050, -2.298], [-0.906, 3.210, -3.522], [-2.188, 7.505, -6.541], [-2.017, 7.591, -8.292], [-0.014, 6.502, -6.297], [0.231, 7.643, -7.601], [-0.005, 5.911, -7.949]], "mulliken_charge": [-0.93, -0.52, -0.34, -0.27, -0.22, -1.01, -0.66, 1.04, -0.37, -0.99, -0.62, 0.92, -0.32, -0.36, 0.57, -0.30, -0.33, 0.52, -0.30, -0.28, 0.59, -0.27, -0.26, 1.41, -0.30, -0.32, -0.29, -0.29, -0.29, -0.73, 1.39, -0.78, -0.51, 0.18, -0.46, -0.20, 0.39, 0.26, 0.10, 0.34, 0.35, 0.26, 0.22, 0.65, -0.14, 0.27, 0.28, 0.16, 0.42, 0.22, 0.40, 0.21, -0.05, 0.50, -0.72, 1.15, -0.42, -0.26, -0.98, -0.37, -0.32, -1.15, -0.30, -0.30, -0.96, 0.24, 0.32, 0.23, 0.41, 0.23, 0.37, 0.34, 0.29, 0.37, 0.31, 0.28, 0.36, 0.18, 0.38, 0.29, -0.71, 1.07, -0.31, -0.34, -0.96, -0.35, -0.13, -1.14, -0.32, -0.36, -0.87, 0.29, 0.32, 0.25, 0.41, 0.24, 0.29, 0.41, 0.27, 0.22, 0.34, 0.31, 0.39, 0.14, 0.32, 0.31, -0.74, 0.91, -0.29, -0.31, -1.06, -0.27, -0.51, -0.86, -0.30, -0.28, -0.94, 0.30, 0.32, 0.25, 0.40, 0.27, 0.40, 0.34, 0.30, 0.34, 0.24, 0.30, 0.37, 0.15, 0.38, 0.29], "e_tot_ha": -5821.4572, "charge": -1, "orbital_gap_ev": 7.45, "homo_energy_ev": -6.034}

***

Entry 2:
{"formula": "C32H64CaO6P2SbSi3", "method": "ωB97M-V/def2-TZVPD", "elements": ["Ca", "C", "C", "C", "O", "P", "O", "C", "P", "O", "O", "C", "C", "C", "O", "C", "C", "C", "O", "C", "C", "C", "H", "H", "H", "H", "H", "H", "H", "H", "H", "H", "H", "H", "H", "H", "H", "H", "H", "H", "H", "H", "H", "H", "H", "H", "H", "H", "H", "H", "H", "H", "C", "Si", "C", "C", "Sb", "Si", "C", "C", "C", "Si", "C", "C", "C", "H", "H", "H", "H", "H", "H", "H", "H", "H", "H", "H", "H", "H", "H", "H", "H", "H", "H", "H", "H", "H", "H", "H", "H", "H", "H", "H", "C", "C", "C", "C", "C", "C", "C", "C", "C", "C", "H", "H", "H", "H", "H", "H", "H"], "positions_angstrom": [[-0.140, 0.004, -0.032], [5.034, 0.529, -2.351], [3.831, 0.862, -1.496], [3.235, 2.225, -1.782], [2.835, -0.213, -1.660], [1.638, -0.198, -2.669], [0.452, 0.558, -2.177], [1.237, -1.950, -2.859], [0.258, -2.583, -1.470], [0.805, -2.048, -0.195], [0.083, -4.124, -1.619], [1.085, -5.205, -1.515], [1.515, -5.590, -2.913], [2.224, -4.828, -0.596], [-1.158, -1.936, -1.601], [-2.241, -2.234, -2.558], [-3.222, -3.160, -1.876], [-2.833, -0.897, -2.944], [2.212, 0.320, -4.036], [1.420, 1.136, -4.977], [0.422, 0.252, -5.691], [2.429, 1.781, -5.901], [5.825, 1.252, -2.150], [4.791, 0.576, -3.409], [5.414, -0.462, -2.113], [4.079, 0.775, -0.436], [2.935, 2.323, -2.825], [3.993, 2.985, -1.596], [2.380, 2.432, -1.137], [2.166, -2.512, -2.962], [0.666, -2.070, -3.783], [0.493, -6.006, -1.067], [2.138, -4.821, -3.368], [0.650, -5.771, -3.548], [2.102, -6.506, -2.869], [2.829, -4.018, -1.006], [2.871, -5.698, -0.483], [1.866, -4.530, 0.386], [-1.762, -2.725, -3.414], [-3.633, -2.681, -0.988], [-2.749, -4.097, -1.589], [-4.040, -3.383, -2.561], [-3.244, -0.405, -2.062], [-3.634, -1.047, -3.667], [-2.080, -0.243, -3.382], [0.910, 1.881, -4.362], [0.934, -0.538, -6.239], [-0.152, 0.844, -6.403], [-0.288, -0.189, -4.990], [2.973, 1.026, -6.468], [3.143, 2.383, -5.342], [1.912, 2.432, -6.605], [3.951, 2.778, 4.853], [3.372, 2.862, 3.062], [4.872, 2.644, 1.938], [2.526, 4.508, 2.727], [1.676, 1.029, 2.490], [-0.173, 1.506, 4.223], [-1.208, -0.041, 4.449], [-1.216, 2.880, 3.480], [0.565, 2.039, 5.876], [2.789, -1.149, 3.242], [3.597, -1.036, 4.943], [4.078, -1.557, 1.923], [1.490, -2.508, 3.242], [4.649, 3.603, 5.014], [4.482, 1.855, 5.079], [3.141, 2.889, 5.571], [5.621, 3.405, 2.161], [4.601, 2.748, 0.893], [5.345, 1.673, 2.077], [3.242, 5.323, 2.838], [1.712, 4.691, 3.428], [2.115, 4.560, 1.719], [-1.649, -0.378, 3.516], [-2.034, 0.191, 5.124], [-0.650, -0.867, 4.889], [-1.642, 2.571, 2.524], [-0.649, 3.799, 3.326], [-2.047, 3.110, 4.148], [1.363, 1.385, 6.225], [-0.229, 2.017, 6.625], [0.949, 3.058, 5.844], [4.516, -0.452, 4.922], [3.860, -2.042, 5.274], [2.940, -0.604, 5.695], [4.797, -0.752, 1.776], [3.588, -1.756, 0.970], [4.639, -2.447, 2.208], [0.799, -2.419, 4.077], [1.993, -3.472, 3.336], [0.914, -2.522, 2.318], [-4.904, -2.553, 2.233], [-3.517, -2.756, 2.086], [-2.741, -1.776, 1.532], [-3.281, -0.538, 1.095], [-2.433, 0.454, 0.502], [-3.070, 1.617, 0.125], [-4.459, 1.840, 0.288], [-5.249, 0.877, 0.841], [-4.676, -0.347, 1.261], [-5.464, -1.375, 1.831], [-5.519, -3.329, 2.667], [-3.071, -3.686, 2.415], [-1.670, -1.952, 1.429], [-2.505, 2.428, -0.333], [-4.895, 2.778, -0.033], [-6.314, 1.029, 0.967], [-6.528, -1.208, 1.947]], "mulliken_charge": [-0.01, -1.60, 1.15, -1.14, 0.13, -0.26, -1.17, -0.03, -0.42, -0.30, -0.22, 0.48, -1.31, -1.20, 0.59, 0.65, -1.25, -0.79, -0.10, 0.80, -0.98, -1.50, 0.50, 0.19, 0.33, -0.18, 0.14, 0.57, 0.21, 0.27, 0.60, 0.39, 0.22, 0.37, 0.45, 0.23, 0.51, 0.25, 0.40, 0.09, 0.30, 0.48, -0.05, 0.53, -0.04, 0.26, 0.30, 0.48, -0.14, 0.34, 0.35, 0.43, -0.94, 0.55, -0.85, -1.06, -0.12, 0.31, -0.59, -0.71, -1.14, 0.59, -1.12, -0.67, -0.60, 0.39, 0.22, 0.24, 0.47, -0.02, 0.30, 0.40, 0.28, 0.32, -0.14, 0.44, 0.32, -0.01, 0.29, 0.40, 0.26, 0.43, 0.31, 0.30, 0.38, 0.28, 0.24, -0.14, 0.48, 0.33, 0.43, -0.19, -0.81, -0.99, -0.14, 1.89, -0.13, -0.56, -0.72, -1.12, 0.69, -0.83, 0.39, 0.47, 0.25, 0.41, 0.41, 0.40, 0.41], "de_lowest_ev": 0.3466, "e_tot_ha": -4178.4189, "charge": 1, "orbital_gap_ev": 7.63, "homo_energy_ev": -9.362}